DFT (ωB97M-V/def2-TZVPD) results for a structure of composition C20H45N8PtSi2.

Each line ends with the Löwdin charge.
Cartesian coordinates (Å):
Pt -0.148 0.130 0.200  1.2703
Si 3.245 -0.305 0.298  0.4751
Si 2.005 2.384 -1.091  0.4717
N -2.893 3.142 -1.756  0.1795
N 0.109 -0.620 -1.693  -0.0463
N -2.247 -0.365 0.596  0.0448
N 0.775 -1.436 1.033  -0.1946
N -0.001 0.981 2.092  0.0036
N -3.407 1.116 -0.811  0.1627
N -4.521 -0.654 0.149  -0.1371
N -1.261 1.999 -0.543  0.0437
C -0.472 -1.449 -2.563  -0.1058
C -0.700 -3.318 0.242  -0.0701
C 1.533 -1.469 -3.858  -0.0230
C -0.930 -2.395 2.628  -0.0753
C 3.700 2.893 -1.701  -0.1803
C 1.099 -3.581 1.908  -0.0641
C -4.545 -1.895 0.917  -0.0186
C 0.909 2.792 -2.582  -0.1797
C 1.391 -0.239 -1.824  -0.4063
C 4.905 0.447 -0.201  -0.1930
C 1.703 3.500 0.401  -0.1743
C 2.138 -0.650 -2.926  -0.0101
C 0.211 -1.883 -3.676  -0.0391
C 1.780 0.553 -0.632  -0.4285
C 3.155 0.025 2.139  -0.1817
C 3.459 -2.080 -0.252  -0.1717
C -5.786 -0.068 -0.278  -0.0343
C -2.445 2.091 -1.020  -0.4771
C -3.341 0.007 0.018  -0.3912
C 0.023 -2.604 1.409  -0.7430
H 5.665 -0.236 0.194  0.0423
H 2.324 -0.525 2.579  -0.0039
H 1.471 2.529 -3.482  0.0420
H 0.630 -4.478 2.323  0.0903
H -4.266 1.231 -1.317  0.1169
H 4.118 -2.599 0.451  0.0471
H 1.698 -3.110 2.688  0.0818
H -5.517 -2.361 0.794  0.0947
H -4.379 -1.717 1.984  0.1058
H -1.527 -1.485 2.557  0.0265
H 3.053 1.097 2.342  0.0191
H -5.908 0.950 0.099  0.1002
H -6.597 -0.661 0.130  0.0943
H 3.945 -2.119 -1.229  0.0307
H 2.506 -2.603 -0.294  -0.0009
H -0.781 1.597 2.294  0.0757
H 5.064 0.505 -1.280  0.0238
H 3.173 -0.348 -3.021  0.1239
H -2.222 3.786 -2.138  0.1136
H -0.722 2.825 -0.757  0.0319
H 4.088 -0.290 2.612  0.0413
H 4.448 2.964 -0.912  0.0232
H 2.090 -1.810 -4.722  0.1195
H -3.792 -2.592 0.551  0.0914
H 0.869 1.495 2.165  0.0380
H -1.358 -2.651 -0.314  0.0199
H 0.720 3.870 -2.643  0.0413
H 0.740 3.429 0.902  0.0050
H -1.291 -4.171 0.589  0.0791
H 4.087 2.228 -2.475  0.0350
H -0.325 -2.289 3.533  0.0786
H 3.594 3.886 -2.149  0.0454
H 0.035 0.201 2.746  0.0568
H -1.609 -3.236 2.788  0.0784
H 0.045 -3.691 -0.464  0.0778
H 2.473 3.285 1.150  0.0349
H 5.107 1.431 0.228  0.0227
H 1.762 -3.881 1.097  0.0625
H -0.038 2.255 -2.638  0.0070
H -0.274 -2.540 -4.383  0.1113
H -2.390 -1.172 1.178  0.0058
H 1.847 4.542 0.103  0.0433
H -1.493 -1.743 -2.359  0.1123
H -5.898 -0.076 -1.367  0.0973
H -3.826 3.183 -2.123  0.1099

Values from the calculation:
* highest occupied orbital energy: -8.6 eV
* orbital gap: 6.11 eV
* 2S+1: 1
* total charge: +1
* largest force on an atom: 1.0 eV/A